No. 1
The following is a quantum chemistry calculation of a cluster of 3 separate species, C5H11NO2 in total at a distorted geometry, from the OMol25 dataset.

XYZ file:
```
19
Properties=species:S:1:pos:R:3:forces:R:3
C -2.435 1.153 -3.527 -1.873 0.231 0.057
C -1.650 0.118 -2.736 2.733 1.493 -1.468
C -1.944 -0.814 -1.774 -0.894 -2.441 1.494
C -0.827 -1.444 -1.215 0.236 2.060 -1.028
N 0.208 -0.686 -1.771 -1.064 -2.268 0.190
C -0.221 0.112 -2.781 -2.343 0.488 1.606
H -1.949 2.020 -3.923 1.655 0.465 0.427
H -2.889 0.890 -4.495 -0.202 -1.067 0.517
H -3.251 1.668 -2.960 0.421 -0.913 -0.063
H -2.874 -1.129 -1.400 -1.437 -0.127 -0.100
H -0.695 -2.325 -0.534 -0.102 1.401 -0.795
H 1.104 -0.822 -1.418 1.829 0.063 -0.072
H 0.325 0.964 -3.056 1.040 0.617 -0.763
O 3.950 -0.376 4.064 3.469 -1.215 -3.670
H 4.946 -0.674 3.885 -3.412 1.019 0.628
H 3.898 -0.304 4.973 -0.021 0.182 3.098
O 1.140 0.473 6.181 -4.222 -0.081 1.894
H 1.447 0.876 6.969 1.108 0.481 0.543
H 1.718 0.297 5.519 3.078 -0.387 -2.497
```
Positions in Å, forces in eV/Å.

Properties
M = 117.15 g/mol
Energy above the lowest of the compared OMol25 structures with the same formula, charge and spin = 62.97 kcal/mol
LUMO energy = 0.5369 eV
Net charge = 0
Frontier orbital gap = 8.451 eV
Highest occupied orbital energy = -7.9 eV



No. 2
The following is a quantum chemistry calculation of the molecule C16H29N3OS, from the OMol25 dataset.

XYZ file:
```
50
Properties=species:S:1:pos:R:3:forces:R:3
C -4.359 -2.298 1.084 0.016 -0.007 -0.256
C -3.866 -2.100 -0.345 0.210 0.050 0.170
C -2.353 -1.882 -0.421 -0.211 -0.294 -0.342
N -1.922 -0.674 0.246 0.066 0.286 0.357
C -1.952 0.540 -0.355 -0.024 -0.013 0.256
S -2.269 0.696 -1.979 -0.146 0.049 -0.769
N -1.673 1.616 0.422 -0.102 -0.363 -0.086
C -0.790 1.538 1.571 0.105 -0.019 0.488
C 0.314 2.602 1.470 0.077 -0.051 -0.217
C 0.657 2.877 -0.002 0.263 0.252 0.278
N 1.038 1.655 -0.685 -0.293 0.143 -0.020
C 2.228 1.055 -0.464 -0.285 -0.268 -0.515
O 3.028 1.498 0.336 0.359 0.186 0.311
C 2.463 -0.181 -1.331 0.283 -0.154 -0.138
C 1.411 -1.267 -1.074 -0.128 0.141 0.158
C 1.559 -1.843 0.330 0.041 -0.248 -0.220
C 2.948 -2.448 0.503 -0.001 0.190 0.228
C 4.014 -1.383 0.268 0.067 -0.200 -0.102
C 3.867 -0.753 -1.114 -0.016 0.282 0.189
C -0.550 3.508 -0.700 -0.064 -0.173 0.077
C -1.849 2.957 -0.091 -0.116 0.394 -0.308
H -5.422 -2.524 1.087 -0.095 -0.005 0.107
H -3.833 -3.124 1.559 0.021 -0.095 0.118
H -4.207 -1.400 1.680 -0.016 0.070 0.112
H -4.366 -1.240 -0.794 0.016 -0.032 -0.103
H -4.112 -2.979 -0.942 -0.020 -0.007 -0.073
H -2.052 -1.804 -1.468 0.063 -0.085 0.186
H -1.826 -2.722 0.040 0.003 -0.001 -0.014
H -1.971 -0.697 1.253 0.085 0.102 -0.034
H -0.326 0.550 1.590 -0.062 0.067 0.001
H -1.361 1.675 2.499 0.107 -0.094 -0.015
H -0.002 3.538 1.931 -0.006 0.047 0.057
H 1.207 2.251 1.986 -0.031 0.042 0.055
H 1.523 3.549 -0.034 -0.168 -0.081 0.008
H 0.392 1.277 -1.361 0.014 -0.085 -0.107
H 2.373 0.152 -2.373 -0.018 0.000 0.083
H 0.404 -0.873 -1.216 -0.055 -0.036 -0.088
H 1.554 -2.068 -1.804 -0.023 -0.007 -0.058
H 1.421 -1.048 1.067 -0.076 0.040 0.109
H 0.792 -2.602 0.501 -0.061 0.058 0.057
H 3.053 -2.864 1.508 0.018 -0.084 -0.024
H 3.078 -3.264 -0.213 -0.007 -0.098 -0.009
H 3.921 -0.600 1.021 0.062 -0.027 0.028
H 5.009 -1.825 0.361 0.034 0.031 0.041
H 4.061 -1.506 -1.883 0.001 0.004 -0.055
H 4.600 0.047 -1.225 0.031 -0.044 -0.079
H -0.528 4.591 -0.585 0.024 0.035 0.008
H -0.512 3.282 -1.766 -0.018 0.054 -0.022
H -2.643 2.939 -0.838 0.064 0.062 0.185
H -2.171 3.579 0.749 0.012 -0.012 -0.010
```
Positions in Å, forces in eV/Å.

Properties
M = 311.49 g/mol
Energy above the lowest of the compared OMol25 structures with the same formula, charge and spin = 0.00 kcal/mol
LUMO energy = 0.6151 eV
Net charge = 0
Frontier orbital gap = 8.909 eV
Highest occupied orbital energy = -8.3 eV



No. 3
The following is a quantum chemistry calculation of a cluster of 2 separate species, C18H21N5O2 in total at a distorted geometry, from the OMol25 dataset.

XYZ file:
```
46
Properties=species:S:1:pos:R:3:forces:R:3
C 1.587 4.330 -0.154 -0.226 0.241 0.202
C 2.040 3.758 1.205 0.338 -0.234 -0.068
C 0.906 2.857 1.699 0.049 0.521 0.470
N 0.089 2.602 0.506 -1.191 -0.628 0.269
C -1.002 1.876 0.606 0.155 1.122 1.269
C -1.835 1.623 -0.537 -0.740 -0.012 -1.435
C -1.321 1.306 -1.826 -0.499 0.093 0.375
C -2.172 1.321 -2.932 -0.233 -0.163 0.134
C -3.534 1.635 -2.773 0.217 0.193 0.386
C -4.037 1.951 -1.498 -0.020 -0.098 -0.527
C -3.209 1.922 -0.382 0.718 0.097 -0.101
C 0.430 3.444 -0.648 0.872 0.061 -0.915
H 1.214 5.351 0.002 0.151 -0.213 -0.178
H 2.392 4.364 -0.896 -0.140 0.060 0.257
H 2.954 3.165 1.092 -0.095 0.205 0.039
H 2.222 4.563 1.924 0.144 -0.247 -0.159
H 1.234 1.900 2.124 -0.135 0.203 -0.188
H 0.319 3.381 2.474 -0.047 -0.337 -0.370
H -1.392 1.697 1.619 0.286 0.149 -0.719
H -0.264 1.049 -1.962 -0.518 0.077 0.158
H -1.786 1.083 -3.931 -0.144 0.081 0.506
H -4.193 1.666 -3.651 0.322 -0.038 0.484
H -5.081 2.249 -1.392 0.290 -0.181 -0.002
H -3.563 2.233 0.607 0.006 -0.311 -0.403
H -0.402 4.079 -0.999 -0.011 -0.590 0.458
H 0.732 2.836 -1.516 -0.001 0.243 0.506
C -2.622 0.021 6.559 -0.227 0.165 0.485
N -1.977 -0.579 5.419 0.335 -0.546 -0.441
C -1.679 -1.935 5.609 0.785 -0.893 -1.231
O -1.958 -2.531 6.642 0.129 0.464 -0.595
N -1.022 -2.601 4.534 -0.936 0.193 2.135
C -0.717 -4.016 4.708 -0.084 0.234 0.141
C -0.732 -1.932 3.401 0.080 2.129 -2.331
C -1.087 -0.555 3.204 0.033 -2.242 1.596
C -1.712 0.196 4.264 0.428 0.013 -1.012
O -1.992 1.396 4.204 -0.108 -0.269 0.223
N -0.712 -0.219 1.954 1.483 -0.525 -2.183
C -0.129 -1.332 1.419 -1.009 0.134 2.296
N -0.136 -2.413 2.281 -0.111 0.705 -0.052
H -2.832 1.065 6.340 0.059 -0.123 -0.039
H -3.548 -0.530 6.766 0.189 0.243 0.116
H -1.955 -0.072 7.425 -0.310 0.113 -0.072
H -0.242 -4.372 3.792 -0.102 0.101 0.199
H -0.044 -4.114 5.567 -0.186 -0.254 -0.187
H -1.656 -4.548 4.898 0.341 -0.070 0.033
H 0.320 -1.391 0.422 -0.338 0.134 0.472
```
Positions in Å, forces in eV/Å.

Properties
M = 339.40 g/mol
Energy above the lowest of the compared OMol25 structures with the same formula, charge and spin = 63.43 kcal/mol
LUMO energy = -0.9640 eV
Net charge = 0
Frontier orbital gap = 5.659 eV
Highest occupied orbital energy = -6.6 eV



No. 4
The following is a quantum chemistry calculation of a cluster of 2 separate species, C4H9NO in total at a distorted geometry, from the OMol25 dataset.

XYZ file:
```
15
Properties=species:S:1:pos:R:3:forces:R:3
C 0.517 -0.451 -0.092 0.637 0.383 -1.631
C 1.300 -1.087 -1.229 0.867 -1.893 1.077
C 0.891 0.725 0.760 0.098 1.245 -0.282
C -2.116 0.818 0.402 2.044 -4.366 0.216
N -0.836 -0.553 -0.501 -3.514 2.448 1.949
O -0.277 -1.371 0.548 -0.512 -1.150 0.513
H 0.638 -1.729 -1.864 0.279 0.632 0.842
H 1.995 -1.824 -0.692 -0.267 1.153 -1.182
H 1.760 -0.388 -1.909 0.599 0.254 0.169
H 1.729 0.692 1.482 -0.032 -0.451 -0.894
H 0.003 0.742 1.380 0.077 0.604 0.363
H 0.950 1.678 0.134 0.010 -1.213 0.875
H -2.774 0.719 -0.440 -0.552 0.373 0.353
H -2.281 0.401 1.443 -0.530 -0.106 -1.742
H -1.499 1.627 0.577 0.795 2.085 -0.625
```
Positions in Å, forces in eV/Å.

Properties
M = 87.12 g/mol
Energy above the lowest of the compared OMol25 structures with the same formula, charge and spin = 138.97 kcal/mol
LUMO energy = 0.8248 eV
Net charge = 0
Frontier orbital gap = 9.496 eV
Highest occupied orbital energy = -8.7 eV



No. 5
The following is a quantum chemistry calculation of a structure of composition C5H8O, from the OMol25 dataset.

XYZ file:
```
14
Properties=species:S:1:pos:R:3:forces:R:3
C 1.603 -0.291 0.389 0.091 -0.022 -0.031
C 0.619 0.577 -0.350 0.151 0.023 -0.014
C -0.679 0.041 -0.899 -0.095 -0.101 -0.222
C -1.318 -0.820 0.182 -0.090 -0.330 -0.119
O -1.213 0.234 1.162 -0.071 0.001 0.145
C -0.672 1.099 0.173 0.143 0.438 0.117
H 1.178 -1.184 0.857 -0.097 0.289 -0.074
H 2.140 0.265 1.165 0.024 -0.091 -0.214
H 2.289 -0.632 -0.387 0.341 -0.127 0.305
H 1.116 1.283 -1.015 -0.260 -0.060 -0.019
H -0.963 0.058 -1.945 0.005 0.084 0.202
H -0.782 -1.725 0.494 -0.161 0.106 -0.079
H -2.367 -1.055 -0.013 0.058 0.024 0.012
H -0.950 2.151 0.188 -0.038 -0.235 -0.008
```
Positions in Å, forces in eV/Å.

Properties
M = 84.12 g/mol
Energy above the lowest of the compared OMol25 structures with the same formula, charge and spin = 56.04 kcal/mol
LUMO energy = 1.1133 eV
Net charge = 0
Frontier orbital gap = 10.299 eV
Highest occupied orbital energy = -9.2 eV



No. 6
The following is a quantum chemistry calculation of a cluster of 2 separate species, C5H14NO in total at a distorted geometry, from the OMol25 dataset.

XYZ file:
```
21
Properties=species:S:1:pos:R:3:forces:R:3
C 2.189 1.327 0.491 1.425 0.589 0.635
C 1.166 0.572 -0.295 -1.334 -0.578 0.165
C -0.045 1.437 -0.665 -0.496 0.310 0.102
C -1.317 0.694 -1.003 0.728 -0.117 -0.109
C -2.288 0.547 -0.124 -0.489 -0.055 0.464
N 0.663 -0.570 0.581 0.821 -0.120 -0.044
H 1.934 1.466 1.552 -0.415 -0.184 -0.281
H 3.190 0.881 0.519 -0.250 -0.204 -0.248
H 2.345 2.345 0.136 -0.187 -0.091 -0.345
H 1.497 0.029 -1.180 0.493 0.344 -0.059
H 0.252 2.077 -1.487 0.159 0.114 -0.207
H -0.286 2.111 0.163 0.188 -0.056 0.098
H -1.423 0.239 -1.982 0.134 -0.009 -0.081
H -3.164 -0.039 -0.350 -0.213 0.032 -0.087
H -2.277 1.028 0.855 0.112 -0.096 -0.139
H -0.076 -1.112 0.135 -0.325 0.108 0.195
H 0.369 -0.244 1.499 -0.339 0.038 -0.013
H 1.401 -1.254 0.744 0.147 0.028 0.070
H -1.305 -2.909 -0.064 0.008 0.170 0.410
H -0.472 -3.993 0.487 0.319 0.149 0.426
O -0.623 -3.043 0.618 -0.487 -0.372 -0.953
```
Positions in Å, forces in eV/Å.

Properties
M = 104.17 g/mol
Energy above the lowest of the compared OMol25 structures with the same formula, charge and spin = 23.67 kcal/mol
LUMO energy = -3.0314 eV
Net charge = +1
Frontier orbital gap = 11.067 eV
Highest occupied orbital energy = -14.1 eV



No. 7
The following is a quantum chemistry calculation of a cluster of 2 separate species, C4H14N3 in total at a distorted geometry, from the OMol25 dataset.

XYZ file:
```
21
Properties=species:S:1:pos:R:3:forces:R:3
C 1.134 3.089 -0.098 -0.265 1.503 -0.409
C 0.474 2.470 1.120 -0.189 -1.070 -0.391
H 1.856 3.874 0.099 0.288 -0.042 0.661
H 1.674 2.435 -0.777 -0.372 -0.474 0.024
H 0.379 3.673 -0.651 0.146 -0.499 -0.156
H 1.000 1.586 1.470 0.429 0.052 0.264
H -0.493 2.052 0.808 -0.132 0.291 0.168
H 0.298 3.122 1.970 0.072 0.215 -0.153
C 0.317 -2.791 0.911 -0.895 -0.747 -0.315
C -0.830 -1.292 -0.682 -0.582 -0.588 0.119
N -0.703 -1.812 0.533 0.133 0.689 -0.067
N -1.560 -0.193 -0.893 -0.012 0.773 0.191
N -0.384 -1.961 -1.741 0.760 -0.134 -0.512
H -1.235 -1.344 1.250 0.134 -0.113 0.170
H -1.673 0.558 -0.211 0.181 -0.668 -0.117
H -1.758 0.081 -1.840 -0.034 -0.064 -0.056
H 0.123 -2.832 -1.664 -0.219 0.137 0.276
H -0.231 -1.485 -2.614 -0.150 0.104 -0.002
H 0.120 -3.093 1.936 0.346 0.305 0.089
H 1.313 -2.421 0.732 0.353 0.210 0.274
H 0.178 -3.715 0.341 0.009 0.119 -0.057
```
Positions in Å, forces in eV/Å.

Properties
M = 104.18 g/mol
Energy above the lowest of the compared OMol25 structures with the same formula, charge and spin = 6.79 kcal/mol
LUMO energy = -3.0595 eV
Net charge = +1
Frontier orbital gap = 11.518 eV
Highest occupied orbital energy = -14.6 eV



The highest energy above the lowest of the compared OMol25 structures with the same formula, charge and spin belongs to which entry? C4H9NO



frontier orbital gap of number 5 (C5H8O)? 10.299 eV